Entry from the Open Molecules 2025 dataset: a structure of composition C16H40CaO14V3 in a non-equilibrium geometry (ωB97M-V with the def2-TZVPD basis set).

Its multiplicity is 2. The orbital gap (alpha / beta) comes out at 0.1230 / 0.1209 Ha. The calculation puts the lowest unoccupied orbital energy (alpha / beta) at -16.26 / -16.26 eV. As for the total charge: +4. Its HOMO energy (alpha / beta) is -19.6 / -19.5 eV.

Last column: Löwdin spin population.
Atoms and positions in Å:
V  1.80573  -0.18718  -0.33429  -0.0026
V  -3.52642  1.70492  1.77485  -0.0004
V  0.19175  3.40238  1.63085  0.0033
Ca  -0.59225  0.19113  3.52399  0.0000
O  -4.79597  0.93010  2.26736  0.0002
O  -0.46050  -0.09993  -0.55615  -0.0014
O  1.80933  0.78500  3.63009  0.0000
O  -1.83383  -2.05774  -1.93426  0.6360
O  -0.09057  4.02386  0.18123  -0.0016
O  1.68514  1.61251  -1.90720  0.0002
O  1.78951  3.31870  1.87034  -0.0018
O  2.49036  -0.98446  -1.58244  0.0048
O  -1.69144  0.35738  1.23725  0.0001
O  -0.87336  1.43657  -2.86207  0.0078
O  0.23539  1.21271  0.91573  0.0000
O  -3.74412  2.09313  0.24795  0.0001
O  2.97035  0.49556  0.46978  0.0005
O  -2.50148  -1.20680  4.23998  0.0000
C  2.87636  0.61759  4.55057  0.0000
C  2.57522  3.90939  -2.15315  0.0000
C  -0.95631  -3.90253  -0.85774  0.1117
C  4.08080  0.02507  3.83157  0.0000
C  -0.71051  0.53017  0.49002  -0.0001
C  -1.26976  0.77049  -4.03411  0.0067
C  -0.16867  -0.16204  -4.50539  0.0013
C  2.76639  2.36052  -2.39906  0.0000
C  2.87740  2.09410  -3.89274  0.0000
C  -2.83284  -2.47779  3.70726  0.0000
C  -3.12741  -3.35561  4.90827  0.0000
C  -0.87316  -3.08125  -2.09320  0.1277
C  -3.97289  -2.31767  2.71512  0.0000
C  3.14054  2.02834  5.16437  0.0000
C  -1.18098  -3.73397  -3.38089  0.0144
C  -1.46881  1.85865  -5.13586  0.0015
H  3.36053  4.52295  -2.59465  0.0000
H  0.79049  0.30002  -4.73912  0.0000
H  2.53833  -0.03105  5.35872  0.0000
H  3.94108  1.99896  5.90355  0.0000
H  -2.34445  2.45457  -4.87849  0.0001
H  4.53110  0.69777  3.10163  0.0000
H  -1.72176  1.52466  -6.14213  0.0000
H  4.83548  -0.44553  4.46172  0.0000
H  0.85290  1.92687  -2.26795  0.0000
H  -2.02749  -2.90105  3.10696  0.0000
H  -4.87231  -2.01573  3.25175  0.0000
H  -3.48812  -4.31865  4.54697  0.0000
H  3.66006  2.67048  -4.38603  0.0000
H  -0.39433  -4.45254  -3.61096  0.0020
H  2.29102  2.44228  5.70757  0.0000
H  0.09781  -1.04115  -3.91865  0.0004
H  -0.93317  0.83557  -2.11586  0.0000
H  -3.68003  -1.49193  2.06667  0.0000
H  -0.09189  -4.56310  -0.79054  0.0123
H  -0.48698  -0.63865  -5.43254  0.0001
H  -2.18205  -3.46306  5.44010  0.0000
H  -1.88351  -4.46327  -0.73952  0.0025
H  0.11055  -2.61212  -2.11170  0.0524
H  -3.28461  -0.90747  4.70766  0.0000
H  -0.86229  -3.20217  -0.02783  0.0004
H  3.63843  2.04354  -1.82708  0.0000
H  -3.87841  -2.87537  5.53554  0.0000
H  2.01239  2.34815  -4.50538  0.0000
H  -4.16831  -3.19438  2.09763  0.0000
H  -1.41179  -1.53367  -1.24954  0.0067
H  2.46124  4.21838  -1.11409  0.0000
H  3.27237  2.79984  4.40575  0.0000
H  -1.14446  -3.01722  -4.20128  0.0017
H  1.60365  4.18775  -2.56140  0.0000
H  -2.11503  -4.26523  -3.19810  0.0081
H  2.22079  1.35723  2.97829  0.0000
H  -0.56532  2.46042  -5.23428  0.0008
H  3.68058  -0.77211  3.20512  0.0000
H  3.17701  1.06179  -4.07349  0.0000
H  -2.16225  0.16325  -3.88300  0.0039